# 1
Formula: C19H51BeO19S6
Source: OMol25
Level of theory: ωB97M-V with the def2-TZVPD basis set

Summary:
Net charge   +1
DFT total energy   -124829.81483 eV
Maximum force   4.2 eV/A

The geometry in XYZ format:
```
96
Properties=species:S:1:pos:R:3:forces:R:3
Be 17.123 -21.280 -2.885 1.10 3.78 -1.31
C 19.395 -19.120 -3.648 0.58 -0.07 -0.62
O 18.022 -19.128 -3.431 -1.12 -2.71 0.80
H 19.807 -20.134 -3.658 0.24 0.10 0.12
H 19.661 -18.724 -4.639 -0.37 0.00 -0.16
H 19.968 -18.501 -2.949 -0.26 -0.20 0.43
O 20.346 -12.446 -8.272 -0.21 -0.03 -0.13
S 21.006 -13.548 -8.898 -0.15 -0.56 -0.03
O 22.221 -13.351 -9.620 -0.10 -0.28 0.27
O 21.316 -14.642 -7.738 0.25 -0.09 -0.60
C 20.395 -14.733 -6.643 -0.06 1.33 0.60
C 20.869 -15.754 -5.634 0.25 -0.68 -0.79
C 19.867 -14.519 -9.948 1.33 1.09 1.44
H 19.371 -14.836 -7.014 0.02 -0.52 0.03
H 20.393 -13.771 -6.127 0.00 0.09 -0.12
H 21.953 -15.708 -5.528 -0.04 0.41 0.18
H 20.707 -16.783 -5.972 -0.32 -0.02 0.11
H 20.385 -15.565 -4.679 -0.02 -0.09 0.05
H 19.948 -14.037 -10.917 -0.39 -0.20 -0.11
H 18.919 -14.430 -9.426 -0.27 -0.29 -0.48
H 20.338 -15.496 -9.895 -0.38 -0.19 -0.40
O 17.537 -18.281 -9.606 -0.26 -0.08 0.13
S 16.913 -17.470 -8.614 -0.06 -0.39 1.92
O 16.709 -16.071 -8.819 -0.17 -0.22 -0.06
O 15.556 -18.218 -8.189 0.46 -0.06 -1.17
C 14.721 -17.677 -7.167 -1.25 0.68 -0.71
C 13.491 -18.575 -7.157 0.46 -0.09 0.87
C 17.743 -17.710 -7.020 0.44 0.44 -0.73
H 14.371 -16.684 -7.458 0.46 0.17 0.05
H 15.273 -17.613 -6.228 -0.18 -0.18 0.12
H 12.743 -18.217 -6.450 0.13 0.03 0.17
H 13.840 -19.555 -6.828 -0.45 -0.24 -0.23
H 12.984 -18.610 -8.117 0.36 -0.10 -0.17
H 17.428 -18.627 -6.527 0.01 -0.12 -0.24
H 17.542 -16.860 -6.371 0.05 0.07 -0.10
H 18.798 -17.751 -7.286 0.08 0.06 0.31
O 17.421 -13.413 -1.732 0.00 -0.27 -0.30
S 18.795 -13.432 -2.140 0.51 -0.32 0.51
O 19.197 -13.167 -3.482 -0.12 0.35 0.17
O 19.582 -12.428 -1.175 -0.02 -0.79 -0.73
C 19.366 -12.572 0.244 -1.04 1.55 0.92
C 18.796 -11.263 0.841 0.84 0.04 0.12
C 19.505 -15.029 -1.699 -0.43 0.67 0.78
H 20.328 -12.748 0.718 0.00 -0.43 -0.18
H 18.611 -13.311 0.506 0.34 -0.51 -0.50
H 18.325 -11.489 1.797 -0.08 -0.05 -0.05
H 18.091 -10.723 0.213 -0.09 -0.36 -0.19
H 19.618 -10.581 1.065 -0.05 0.10 -0.11
H 19.094 -15.240 -0.712 0.16 -0.18 0.03
H 20.584 -14.922 -1.620 0.01 -0.09 -0.27
H 19.183 -15.803 -2.388 0.07 0.19 -0.22
O 17.960 -24.350 -5.618 0.60 0.37 0.30
S 17.772 -23.037 -6.129 -0.22 -0.43 -2.23
O 17.856 -21.877 -5.238 -0.25 0.07 1.20
O 18.755 -22.810 -7.371 -0.48 -0.04 1.68
C 18.811 -21.498 -7.989 0.40 0.48 -1.86
C 19.887 -20.587 -7.456 -1.04 0.02 0.36
C 16.192 -23.018 -6.938 -0.18 0.23 -0.07
H 17.845 -20.992 -8.065 -0.18 -0.23 0.61
H 19.042 -21.696 -9.038 -0.02 -0.46 0.09
H 19.856 -19.675 -8.054 0.06 -0.04 -0.06
H 20.876 -21.026 -7.543 -0.01 -0.01 0.33
H 19.541 -20.333 -6.452 0.85 0.14 0.26
H 15.796 -22.006 -6.881 -0.29 -0.14 0.17
H 15.598 -23.792 -6.457 -0.20 0.33 0.25
H 16.246 -23.293 -7.990 0.49 -0.05 0.05
O 15.234 -18.321 0.583 -0.19 -0.50 -0.17
S 15.573 -18.349 -0.792 -0.05 2.53 -0.53
O 15.924 -19.593 -1.445 -0.21 -1.02 -0.57
O 14.385 -17.581 -1.574 0.15 -1.41 0.68
C 14.372 -17.514 -3.022 0.46 0.33 -0.32
C 13.005 -17.074 -3.498 0.10 0.41 0.60
C 16.889 -17.191 -1.108 0.88 -0.91 -0.27
H 14.714 -18.456 -3.453 -0.07 -0.07 0.12
H 15.084 -16.721 -3.265 0.09 -0.16 -0.30
H 12.206 -17.733 -3.165 0.03 -0.03 -0.02
H 12.965 -16.952 -4.578 0.19 -0.22 -0.06
H 12.859 -16.075 -3.087 -0.36 -0.08 0.06
H 16.965 -16.379 -0.393 -0.58 0.00 0.02
H 16.826 -16.862 -2.143 -0.19 0.20 0.09
H 17.808 -17.778 -1.073 -0.01 -0.03 0.18
O 21.378 -25.265 -7.419 0.25 0.12 -0.01
S 22.288 -25.602 -6.364 -0.79 -1.15 0.63
O 23.368 -26.514 -6.539 0.16 0.60 -0.24
O 22.893 -24.238 -5.767 0.05 -0.74 -0.51
C 22.065 -23.073 -5.797 -0.69 0.41 0.59
C 22.222 -22.422 -4.424 -0.28 0.40 -0.39
C 21.306 -26.266 -4.981 0.24 1.55 -0.72
H 21.017 -23.331 -5.949 -0.01 -0.38 0.02
H 22.294 -22.437 -6.651 0.53 -0.07 0.11
H 23.049 -21.716 -4.374 0.29 -0.36 0.10
H 22.318 -23.239 -3.712 0.19 0.23 0.23
H 21.341 -21.832 -4.156 -0.13 -0.11 -0.13
H 20.628 -27.042 -5.322 0.40 -0.25 -0.17
H 20.679 -25.416 -4.706 0.00 -0.11 0.41
H 22.015 -26.544 -4.209 -0.20 -0.17 0.09
```
Positions in Å, forces in eV/Å.



# 2
Formula: C19H25FHgNOSi
Source: OMol25
Level of theory: ωB97M-V with the def2-TZVPD basis set

Summary:
DFT total energy   -38416.81623 eV
Spin multiplicity   2
Maximum force   1.1 eV/A

The geometry in XYZ format:
```
49
Properties=species:S:1:pos:R:3:forces:R:3
Hg 0.788 -1.784 0.556 0.00 -0.09 0.02
C 4.780 1.207 -2.896 -0.18 0.02 0.34
Si 3.448 0.220 -1.977 0.05 -0.70 -0.81
C 4.162 -1.455 -1.475 -0.05 0.33 -0.10
C 1.981 -0.038 -3.140 0.32 0.09 0.31
N 2.776 0.862 -0.532 -0.17 0.35 0.46
C 2.749 2.034 0.059 0.04 -0.16 -0.15
C 3.431 3.209 -0.394 0.00 0.04 -0.01
C 3.340 4.402 0.277 0.09 0.06 -0.04
C 2.559 4.510 1.432 -0.01 -0.05 -0.02
C 1.878 3.399 1.921 -0.04 -0.01 0.05
C 1.983 2.204 1.257 -0.03 0.13 0.05
F 1.326 1.150 1.738 -0.01 -0.07 0.04
H 5.204 0.604 -3.701 -0.03 -0.05 0.00
H 5.597 1.490 -2.227 0.03 -0.01 -0.04
H 4.376 2.118 -3.343 0.00 -0.01 -0.01
H 4.793 -1.872 -2.262 0.00 0.01 0.00
H 3.351 -2.158 -1.279 -0.01 0.00 0.03
H 4.757 -1.369 -0.564 0.02 -0.01 -0.01
H 2.295 -0.610 -4.016 -0.01 0.01 -0.03
H 1.570 0.916 -3.475 -0.01 -0.02 -0.02
H 1.188 -0.585 -2.627 -0.02 0.01 -0.03
H 4.019 3.122 -1.298 0.02 0.04 0.04
H 3.882 5.267 -0.084 -0.04 0.01 -0.03
H 2.473 5.458 1.944 0.03 0.00 0.02
H 1.267 3.452 2.812 0.01 0.01 0.00
C -4.806 -2.227 3.846 0.01 0.04 -0.01
C -4.194 -1.907 2.512 0.02 -0.05 -0.07
C -4.351 -2.760 1.427 -0.05 0.02 0.05
C -3.777 -2.485 0.195 0.09 0.05 -0.10
C -3.984 -3.463 -0.935 0.01 0.06 0.04
C -3.001 -1.322 0.043 -0.11 0.05 0.38
C -2.356 -1.065 -1.254 0.00 -0.15 -0.23
O -1.402 -0.346 -1.449 -0.07 0.12 0.01
C -2.848 -0.433 1.129 0.02 0.00 -0.12
C -2.084 0.855 1.008 0.06 0.00 0.00
C -3.448 -0.748 2.339 -0.01 -0.02 0.02
H -5.448 -3.104 3.787 0.00 0.00 0.02
H -5.400 -1.387 4.209 -0.01 -0.01 0.01
H -4.026 -2.419 4.585 -0.02 -0.02 0.01
H -4.943 -3.661 1.541 0.02 -0.01 0.01
H -4.604 -4.293 -0.601 0.00 -0.01 0.00
H -3.036 -3.869 -1.289 -0.02 -0.02 -0.04
H -4.485 -2.990 -1.781 0.00 -0.06 -0.03
H -2.797 -1.613 -2.107 0.04 0.03 0.00
H -2.425 1.440 0.154 0.02 -0.01 -0.02
H -1.025 0.660 0.848 0.02 0.05 0.01
H -2.203 1.452 1.912 -0.01 -0.03 0.01
H -3.328 -0.070 3.177 0.00 0.03 -0.03
```
Positions in Å, forces in eV/Å.



# 3
Formula: C5H8N2
Source: OMol25
Level of theory: ωB97M-V with the def2-TZVPD basis set

Summary:
DFT total energy   -8292.45836 eV
SMILES   C[C@H]1CNC1=C=N
Maximum force   0.5 eV/A

The geometry in XYZ format:
```
15
Properties=species:S:1:pos:R:3:forces:R:3
C 1.555 -0.291 -0.843 0.01 -0.02 -0.03
C 0.623 0.363 0.165 0.12 0.00 0.03
C -0.209 1.576 -0.333 0.17 0.29 -0.12
N -1.468 0.893 0.048 -0.22 -0.04 -0.11
C -0.730 -0.288 0.397 -0.05 -0.37 0.21
C -1.100 -1.428 0.919 0.00 -0.10 0.12
N -1.408 -2.546 1.355 0.10 0.48 -0.15
H 1.043 -0.465 -1.796 0.04 0.02 0.14
H 2.428 0.344 -1.033 -0.13 -0.08 0.03
H 1.914 -1.258 -0.475 -0.05 0.14 -0.04
H 1.153 0.563 1.102 -0.07 0.00 -0.14
H -0.096 1.762 -1.407 -0.03 -0.05 0.13
H -0.063 2.514 0.212 0.00 -0.13 -0.11
H -2.158 0.783 -0.688 0.12 0.02 0.09
H -1.484 -2.522 2.377 -0.03 -0.14 -0.07
```
Positions in Å, forces in eV/Å.



# 4
Formula: C2H2INO3
Source: OMol25
Level of theory: ωB97M-V with the def2-TZVPD basis set

Summary:
DFT total energy   -17834.27073 eV
Maximum force   3.7 eV/A

The geometry in XYZ format:
```
9
Properties=species:S:1:pos:R:3:forces:R:3
C 0.626 0.063 0.137 -1.77 -1.90 0.43
C -1.578 1.579 -0.164 -0.91 -0.82 0.13
N 0.324 -1.177 0.096 -3.44 -0.15 -1.27
O 1.269 0.979 0.392 2.08 1.29 0.01
O -2.732 1.548 -0.126 0.54 -0.29 -0.09
O 1.160 -2.511 -0.305 1.93 0.19 1.02
I -0.384 3.382 -0.056 0.38 1.27 -0.03
H -0.703 -1.403 -0.215 3.06 0.33 0.78
H 2.018 -2.461 0.241 -1.87 0.08 -0.97
```
Positions in Å, forces in eV/Å.



# 5
Formula: C42H48F3N5O6RuSi
Source: OMol25
Level of theory: ωB97M-V with the def2-TZVPD basis set

Summary:
Net charge   -1
DFT total energy   -82685.86420 eV
Spin multiplicity   6
Maximum force   1.2 eV/A

The geometry in XYZ format:
```
106
Properties=species:S:1:pos:R:3:forces:R:3
Ru -0.193 -0.268 0.829 -0.57 -0.14 -0.50
O -2.726 1.151 4.019 -0.03 -0.24 -0.06
C -2.034 0.538 3.197 -0.11 0.44 -0.14
N -1.437 1.030 2.119 0.31 -0.32 -0.38
C -1.588 2.439 1.896 -0.08 -0.18 0.21
C -0.648 2.928 0.833 0.12 -0.33 0.19
C -0.607 4.276 0.506 0.16 0.30 -0.23
C 0.299 4.724 -0.440 -0.15 -0.24 0.19
C 1.142 3.795 -1.036 0.10 0.09 -0.13
C 1.035 2.471 -0.665 -0.07 -0.04 0.07
N 0.162 2.036 0.252 0.08 0.04 -0.18
C -1.823 -0.947 3.344 0.07 -0.11 0.15
C -2.727 -1.704 4.073 -0.03 -0.01 0.13
C -2.531 -3.070 4.181 0.14 0.12 -0.12
C -1.423 -3.626 3.557 -0.03 -0.08 0.16
C -0.560 -2.796 2.866 0.18 -0.01 0.06
N -0.750 -1.481 2.748 -0.39 -0.29 0.05
H -1.402 2.995 2.824 0.00 0.07 -0.07
H -2.622 2.672 1.602 0.03 0.11 0.01
H -1.271 4.964 1.011 -0.02 -0.01 0.02
H 0.350 5.773 -0.700 0.03 0.01 0.00
H 1.877 4.090 -1.772 -0.01 -0.02 0.01
H 1.668 1.717 -1.117 0.05 -0.04 0.01
H -3.559 -1.194 4.538 0.02 0.02 0.02
H -3.216 -3.685 4.749 -0.03 -0.02 -0.04
H -1.218 -4.686 3.620 0.02 0.01 -0.02
H 0.338 -3.190 2.408 -0.02 0.02 -0.06
O 2.617 0.343 1.968 0.23 -0.15 -0.51
C 3.542 0.557 0.973 -0.01 -0.51 -0.05
C 4.433 1.619 1.063 0.15 0.28 0.06
C 5.353 1.862 0.064 -0.13 -0.21 -0.20
C 5.391 1.036 -1.054 0.26 0.23 -0.01
C 4.536 -0.041 -1.130 -0.37 -0.17 0.06
C 3.591 -0.329 -0.134 0.23 0.82 0.26
C 2.743 -1.501 -0.294 -0.48 -0.62 0.04
N 1.578 -1.789 0.278 0.38 0.59 -0.01
C 1.206 -3.029 -0.168 -0.12 -0.07 -0.12
C 2.137 -3.506 -1.030 0.04 -0.11 -0.02
N 3.099 -2.533 -1.111 0.05 0.17 0.22
H 4.394 2.260 1.933 -0.07 -0.05 0.00
H 6.033 2.699 0.152 0.00 0.03 0.02
H 6.080 1.241 -1.863 0.02 -0.05 0.01
H 4.567 -0.667 -2.014 0.00 0.05 -0.04
H 0.261 -3.464 0.105 -0.01 -0.01 -0.07
H 2.211 -4.429 -1.577 -0.06 0.02 -0.03
H 3.934 -2.580 -1.664 0.08 -0.02 0.07
C -0.793 -0.181 -5.380 -0.02 -0.10 0.10
C -0.668 -0.341 -3.866 0.16 0.21 -0.16
C -1.175 0.929 -3.178 -0.09 -0.21 0.01
C 0.791 -0.579 -3.472 -0.21 -0.07 0.04
O -1.454 -1.472 -3.516 -0.05 0.06 0.27
Si -1.830 -2.096 -2.011 -0.13 0.00 -0.16
O -1.199 -1.355 -0.779 0.59 0.82 0.72
O -1.319 -3.661 -1.975 0.03 -0.23 -0.14
C -1.429 -4.720 -2.914 0.04 -0.22 -0.21
C -0.415 -4.509 -4.043 -0.11 0.10 0.19
C -2.844 -4.802 -3.490 0.15 0.20 0.20
C -1.102 -6.005 -2.152 -0.07 0.20 0.02
O -3.473 -2.205 -2.000 0.05 -0.01 0.10
C -4.499 -1.274 -1.695 -0.38 0.10 0.06
C -5.669 -2.111 -1.173 0.18 -0.01 -0.07
C -4.075 -0.261 -0.629 0.16 -0.16 -0.11
C -4.917 -0.552 -2.978 0.14 -0.16 0.06
H -0.302 0.736 -5.709 0.03 -0.02 -0.03
H -1.847 -0.137 -5.658 0.00 0.03 0.00
H -0.339 -1.031 -5.893 -0.01 0.00 -0.01
H -0.593 1.796 -3.493 0.02 0.02 0.01
H -1.093 0.816 -2.099 0.00 0.06 0.10
H -2.223 1.104 -3.427 0.01 0.03 -0.04
H 1.415 0.267 -3.769 0.04 -0.02 0.00
H 1.164 -1.493 -3.941 0.02 0.03 -0.01
H 0.833 -0.699 -2.389 0.14 -0.02 0.11
H -0.610 -3.548 -4.516 0.02 -0.02 -0.09
H -0.489 -5.307 -4.784 0.03 0.00 -0.01
H 0.597 -4.487 -3.634 0.03 -0.03 -0.01
H -3.050 -3.902 -4.070 -0.09 -0.04 -0.09
H -3.559 -4.838 -2.669 -0.07 -0.05 -0.04
H -2.960 -5.685 -4.120 0.03 0.01 -0.03
H -0.138 -5.900 -1.651 0.02 -0.03 -0.02
H -1.065 -6.861 -2.828 0.00 -0.01 0.00
H -1.864 -6.185 -1.392 0.02 -0.02 0.02
H -5.360 -2.648 -0.275 -0.04 0.03 0.04
H -5.949 -2.847 -1.929 -0.04 0.00 0.01
H -6.533 -1.486 -0.943 0.00 0.00 0.01
H -3.615 -0.776 0.215 -0.06 0.02 0.06
H -4.939 0.308 -0.283 -0.01 0.01 -0.02
H -3.330 0.429 -1.027 0.02 0.06 0.02
H -5.291 -1.275 -3.704 -0.02 0.01 -0.01
H -4.054 -0.052 -3.416 -0.02 0.05 -0.02
H -5.695 0.185 -2.772 -0.01 0.01 -0.01
F 3.346 7.514 7.230 0.12 0.03 0.02
C 4.183 7.048 6.252 -0.12 -0.34 -0.22
F 4.414 8.099 5.426 -0.02 -0.06 0.09
F 5.373 6.836 6.910 -0.07 0.12 0.06
C 3.674 5.852 5.558 0.19 0.69 0.16
C 3.296 4.722 6.320 -0.10 -0.32 -0.08
C 2.889 3.570 5.704 0.12 0.25 0.36
C 2.847 3.482 4.282 0.02 -0.55 -0.33
C 3.169 4.656 3.528 0.06 0.40 0.02
C 3.579 5.805 4.152 -0.09 -0.25 -0.10
C 2.637 2.286 3.589 0.35 0.25 0.03
C 2.427 1.357 2.826 -0.88 -0.10 0.10
H 3.344 4.779 7.401 -0.04 -0.06 0.01
H 2.605 2.706 6.294 0.01 -0.01 0.01
H 3.099 4.614 2.447 0.00 0.02 -0.02
H 3.835 6.681 3.570 -0.01 -0.02 -0.03
```
Positions in Å, forces in eV/Å.



# 6
Formula: C6H9N
Source: OMol25
Level of theory: ωB97M-V with the def2-TZVPD basis set

Summary:
DFT total energy   -7853.11481 eV
Maximum force   1.1 eV/A

The geometry in XYZ format:
```
16
Properties=species:S:1:pos:R:3:forces:R:3
C 1.440 -0.499 1.071 -0.06 0.02 0.02
C 1.488 0.636 0.101 -0.07 0.13 0.02
C -0.575 -0.874 -1.447 -0.30 0.13 0.03
C -1.678 -1.020 -0.599 0.04 0.06 0.15
C 0.608 1.642 0.016 0.15 -0.14 -0.03
C -0.562 1.694 0.845 -0.80 -0.02 0.56
N -1.522 1.703 1.496 0.91 -0.01 -0.64
H 0.516 -0.492 1.657 0.14 0.02 -0.07
H 1.505 -1.446 0.528 0.01 0.13 0.07
H 2.290 -0.439 1.761 -0.10 -0.01 -0.11
H 2.327 0.650 -0.592 -0.12 0.02 0.09
H -0.824 -0.075 -2.168 0.06 -0.12 0.07
H -2.558 -0.365 -0.560 0.17 -0.08 -0.06
H -1.529 -1.784 -1.592 -0.03 -0.08 -0.09
H -1.648 -1.772 0.196 0.01 0.08 -0.13
H 0.723 2.439 -0.712 -0.02 -0.11 0.12
```
Positions in Å, forces in eV/Å.